1.
Here is a structure of composition C4H4OYb from the OMol25 dataset. Energies are from wB97M-V/def2-TZVPD.

Values from the calculation:
F_max (eV/A): 5.2
2S+1: 3
Charge: +2
HOMO energy (spin up / spin down) (eV): -13.379 / -17.097
Relative energy (zero: lowest compared OMol25 entry of this formula, charge and spin) (kcal/mol): 0.0
Orbital gap (spin up / spin down) (eV): 4.5 / 5.3

Each line ends with the Löwdin charge.
Positions of all 10 atoms, in Å:
H1 -3.638 0.000 1.444  0.191
C1 -3.809 -0.606 -1.091  0.222
C2 -2.858 0.197 -0.584  -0.019
C3 -2.772 0.416 0.861  0.033
C4 -1.675 0.602 1.545  -0.038
O1 -0.708 0.819 2.180  0.033
Yb1 1.073 2.383 3.508  1.173
H2 -4.177 -1.473 -0.537  0.128
H3 -4.075 -0.534 -2.146  0.126
H4 -2.339 0.919 -1.219  0.152



2.
Here is the molecule C4H7NO2 from the OMol25 dataset. Energies are from wB97M-V/def2-TZVPD.

Values from the calculation:
F_max (eV/A): 3.2
HOMO energy (eV): -10.093
Relative energy (zero: lowest compared OMol25 entry of this formula, charge and spin) (kcal/mol): 35.8
Orbital gap (eV): 10.6

Each line ends with the Löwdin charge.
Positions of all 14 atoms, in Å:
N1 1.367 -1.335 0.967  0.135
C1 1.581 -0.420 -0.112  -0.504
O1 2.403 -0.483 -1.014  0.063
C2 0.514 0.678 -0.036  -0.135
C3 -0.915 0.160 0.148  -0.193
C4 -1.907 0.858 -0.760  -0.247
O2 -1.697 1.885 -1.421  0.021
H1 0.466 -1.449 1.468  0.102
H2 2.066 -2.018 0.951  0.070
H3 0.514 1.062 -1.099  0.125
H4 0.914 1.542 0.604  0.153
H5 -1.386 -0.062 1.238  0.165
H6 -0.932 -0.879 -0.223  0.111
H7 -2.988 0.460 -0.713  0.134